Formula: C31H34BrGeIN3O5Re
Source: the OMol25 dataset
Level of theory: ωB97M-V with the def2-TZVPD basis set

Atoms and positions in Å:
C -0.77 -4.17 2.61
H 4.41 -4.28 -5.02
H -0.79 0.98 2.39
Ge -3.06 0.31 1.44
C -1.33 -5.43 0.63
H -2.64 -2.23 1.11
C -2.11 3.24 -2.72
H 0.63 -2.15 3.50
C -3.11 -1.63 1.88
C -0.86 -3.17 -3.66
H -0.81 -4.04 3.68
C 0.19 -3.71 -4.35
H 3.32 3.77 -0.66
C 0.44 -2.05 2.44
C 1.67 -2.03 -3.44
C 1.49 -3.17 -4.20
H -2.59 -1.80 2.82
C 0.60 -1.45 -2.72
H -3.88 -1.41 -1.81
C -1.34 -5.26 2.02
H -3.77 2.37 2.86
H 0.40 1.07 -3.14
H -1.82 -6.28 0.19
H 0.06 -4.58 -4.97
O -1.64 -1.12 -0.81
C -0.69 -2.08 -2.78
H -0.66 -4.64 -1.23
H -4.59 1.78 -0.01
N -0.23 1.85 -3.35
H 1.83 -0.95 4.45
H -3.31 -1.94 -3.41
H -1.20 1.99 1.01
C 3.50 2.99 1.32
O 0.83 -0.34 -2.11
O 2.47 -3.85 -4.80
H -3.05 3.11 -2.18
I -1.19 5.04 -1.94
N 0.82 -0.93 1.83
C -1.16 0.96 1.36
H -0.21 2.31 -4.24
H -4.79 0.99 3.24
H -3.61 0.74 -1.05
C -3.18 -2.05 -2.33
N 1.61 1.11 0.44
H -2.28 3.39 -3.78
C 3.00 3.01 0.04
C 3.04 0.79 4.30
C -0.70 -4.51 -0.16
C 3.82 -3.50 -4.55
C 2.14 -0.15 3.80
H -3.17 1.09 3.91
C -0.15 -3.17 1.83
O -1.23 1.51 -1.36
H 4.21 2.54 3.93
H 4.07 -2.53 -4.99
C 1.67 -0.05 2.50
C 2.12 1.04 1.70
Br -2.18 -6.59 3.10
H 3.38 0.69 5.32
C 3.51 1.83 3.53
Re 0.06 -0.17 0.00
H -3.38 -3.08 -2.05
C -1.16 2.11 -2.43
C -3.77 1.30 3.03
C -4.19 0.78 -0.13
H 4.21 3.72 1.67
H 1.68 2.07 -1.37
H -1.82 -3.65 -3.73
H -5.02 0.08 -0.20
C 3.06 1.97 2.20
H -4.14 -1.96 2.00
C -1.77 -1.70 -1.92
O 0.59 -2.54 -0.32
C 2.07 2.06 -0.36
H 2.63 -1.57 -3.33
H 4.02 -3.47 -3.47
C -0.06 -3.35 0.39

Calculated values
<S²> = 1.04
2S+1 = 2
E = -184190.70432 eV
max |F| = 0.0569 Eh/bohr
relative energy (zero: lowest compared OMol25 entry of this formula, charge and spin) = 88.57 kJ/mol
net charge = +1